A molecular structure, C20H22N4O2SV. Source: OMol25; level of theory: ωB97M-V/def2-TZVPD.

Results
2S+1: 2
Total charge: +2
ΔE to the lowest compared entry with this formula, charge and spin in kcal/mol: 0.0
HOMO level (spin up / spin down) in eV: -14.76 / -14.84
Calculated total energy in eV: -67664.545
Kohn-Sham gap (spin up / spin down) in Eh: 0.279 / 0.280

Last column: Mulliken spin population.
CARTESIAN COORDINATES (ANGSTROEM)
V  -0.070  -1.057  0.412  1.07
S  -1.539  0.593  -0.452  -0.04
O  1.515  -0.513  -0.004  -0.03
O  -0.362  -0.676  2.068  -0.05
N  -1.555  -2.426  0.616  -0.07
N  -1.273  2.980  -1.473  0.00
N  -0.041  -1.946  -1.439  -0.03
N  0.405  2.445  -0.011  0.00
C  4.599  0.036  -1.849  0.00
C  -1.316  -2.608  -1.775  0.00
C  -0.704  2.114  -0.651  0.01
C  -2.281  -2.619  1.672  0.05
C  -1.254  -0.877  3.084  0.00
C  3.106  -1.277  -3.193  0.01
C  -2.102  -0.415  5.243  0.01
C  -3.066  -1.415  5.096  -0.01
C  -1.756  -3.349  -0.534  0.02
C  1.123  3.721  -0.204  0.00
C  -2.215  -1.870  2.893  0.00
C  3.679  0.082  -0.808  0.01
C  0.758  4.294  -1.560  0.00
C  2.163  -1.241  -2.160  0.01
C  0.895  -1.909  -2.319  0.03
C  -3.124  -2.141  3.927  0.02
C  4.317  -0.634  -3.039  0.00
C  -1.185  -0.135  4.240  0.00
C  2.471  -0.552  -0.989  0.00
C  -0.751  4.337  -1.699  0.00
H  1.176  3.667  -2.350  0.00
H  -3.760  -1.617  5.898  0.00
H  -3.018  -3.420  1.630  0.00
H  0.768  1.782  0.653  0.00
H  -2.798  -3.658  -0.602  0.00
H  -2.041  -1.832  -2.026  0.00
H  5.556  0.525  -1.727  0.00
H  1.179  5.292  -1.668  0.00
H  0.722  -2.411  -3.271  0.00
H  -3.870  -2.916  3.796  0.00
H  3.904  0.574  0.129  0.00
H  -1.138  -4.234  -0.376  -0.01
H  2.188  3.510  -0.134  0.00
H  -2.063  0.156  6.161  0.00
H  -2.123  2.690  -1.932  0.00
H  -1.212  -3.277  -2.628  0.00
H  2.880  -1.814  -4.106  0.00
H  -1.058  4.648  -2.694  0.00
H  -0.434  0.633  4.354  0.00
H  0.854  4.404  0.602  0.00
H  5.051  -0.660  -3.832  0.00
H  -1.200  5.019  -0.974  0.00


A molecular structure, C20H22N5O8PPdS2. Source: OMol25; level of theory: ωB97M-V/def2-TZVPD.

Results
2S+1: 3
ΔE to the lowest compared entry with this formula, charge and spin in kcal/mol: 0.0
HOMO level (spin up / spin down) in eV: -8.22 / -9.12
Calculated total energy in eV: -79362.340
Kohn-Sham gap (spin up / spin down) in Eh: 0.287 / 0.291

Last column: Mulliken spin population.
CARTESIAN COORDINATES (ANGSTROEM)
Pd  -6.995  10.633  12.329  1.39
S  -7.229  9.616  9.671  0.00
S  -4.195  10.190  11.426  0.02
P  -7.515  10.045  14.476  0.10
O  -7.476  14.521  12.038  0.00
O  -8.118  9.284  8.592  0.02
O  -4.795  11.492  11.159  0.01
O  -5.101  9.381  12.319  0.10
O  -8.333  12.546  12.228  0.04
O  -7.446  8.911  10.973  0.11
O  -7.115  11.036  10.052  0.06
O  -2.792  10.154  11.831  0.01
N  -4.161  11.619  14.283  0.00
N  -7.444  13.380  12.452  -0.01
N  -4.911  14.672  12.674  0.00
N  -4.069  12.860  13.726  0.00
N  -6.343  12.799  13.145  0.06
C  -11.057  7.137  14.359  0.01
C  -7.447  12.865  17.494  -0.01
C  -8.974  12.216  15.288  0.01
C  -8.875  7.852  13.622  0.01
C  -6.304  9.041  15.389  -0.01
C  -8.945  8.952  14.458  -0.01
C  -7.145  11.735  16.744  0.02
C  -5.563  9.040  9.151  -0.01
C  -10.047  9.121  15.289  0.01
C  -4.361  7.825  7.517  0.00
C  -3.157  8.819  9.341  0.00
C  -4.352  9.295  9.858  0.00
C  -11.107  8.225  15.203  -0.01
C  -5.576  8.307  7.978  0.00
C  -5.162  13.461  13.140  0.00
C  -8.501  13.669  17.151  0.01
C  -9.254  13.366  16.028  -0.01
C  -9.939  6.962  13.566  -0.01
C  -7.883  11.413  15.614  0.02
C  -3.182  8.077  8.176  0.00
H  -10.089  9.920  16.008  0.00
H  -3.328  13.473  14.047  0.00
H  -9.860  6.106  12.904  0.00
H  -5.673  15.120  12.167  0.00
H  -6.303  11.113  17.033  0.00
H  -5.412  9.628  15.618  0.00
H  -3.941  14.944  12.489  0.00
H  -6.764  8.695  16.317  0.00
H  -8.007  7.712  12.987  0.00
H  -6.001  8.180  14.777  0.00
H  -11.975  8.405  15.823  0.00
H  -5.092  11.261  14.023  0.02
H  -10.037  14.015  15.688  0.00
H  -6.852  13.055  18.372  0.00
H  -4.364  7.266  6.592  0.00
H  -2.257  7.686  7.789  0.00
H  -2.250  9.000  9.890  0.00
H  -8.744  14.546  17.733  0.00
H  -9.608  11.921  14.457  0.00
H  -3.366  11.086  13.926  0.00
H  -11.876  6.434  14.330  0.00
H  -6.509  8.122  7.479  0.00


> What is the 2S+1 in the first record?

2